A structure of composition C17H21BCl2N7O3PtS2. Source: the OMol25 dataset; level of theory: ωB97M-V/def2-TZVPD.

Geometry as XYZ:
```
54
Properties=species:S:1:pos:R:3:forces:R:3:nbo_charge:R:1
Pt -0.92410 -0.12802 -1.04487 0.0 0.0 -0.1 0.77
B -1.21109 -2.34211 1.18713 0.0 0.0 0.0 0.16
N -0.69462 -2.92370 -0.16001 0.0 0.0 0.0 -0.28
C -0.44701 -4.19016 -0.50472 0.0 0.0 0.0 0.00
C -0.13450 -4.23697 -1.85181 0.0 0.0 0.0 -0.34
C -0.22660 -2.91556 -2.27475 0.0 0.1 -0.1 -0.03
N -0.54803 -2.13514 -1.24301 0.0 0.0 0.1 -0.32
N -2.56134 -1.63191 0.84420 0.0 0.1 -0.1 -0.27
C -3.79618 -1.82057 1.31265 0.0 0.0 0.0 0.00
C -4.65420 -0.92088 0.70149 0.0 0.0 0.0 -0.36
C -3.84137 -0.19468 -0.16189 0.0 0.0 0.0 -0.02
N -2.58614 -0.63461 -0.05854 -0.1 -0.1 0.0 -0.28
H -1.42954 -3.24459 1.94919 0.0 0.0 0.0 -0.03
H -0.43087 -1.52637 1.60415 0.0 0.0 0.0 -0.04
H -0.51404 -4.97029 0.23400 0.0 0.0 0.0 0.23
H 0.11890 -5.09772 -2.44415 0.0 0.0 0.0 0.24
H -0.10240 -2.50093 -3.25953 0.0 0.0 0.0 0.23
H -3.97826 -2.58176 2.05188 0.0 0.0 0.0 0.23
H -5.71294 -0.81240 0.85381 0.0 0.0 0.0 0.23
H -4.07994 0.60681 -0.83915 0.0 0.0 0.0 0.23
O 0.78057 0.36491 -2.10257 0.1 0.1 -0.1 -0.92
N 1.64219 0.62938 0.22858 0.2 0.0 0.0 -0.62
C 3.11845 -1.40292 -2.35227 0.2 -0.1 0.3 -0.01
C 4.06192 -1.67556 -1.48017 0.0 0.0 -0.1 -0.27
C 4.62490 -0.78601 -0.44898 -0.1 0.1 0.1 -0.20
C 4.05935 0.00327 0.46865 0.1 -0.1 0.1 -0.25
C 2.64944 0.13218 0.93366 0.1 0.0 -0.1 0.04
S 2.30907 -0.30706 2.50161 0.0 0.0 0.2 -0.19
H 1.33962 -0.62118 -3.61741 0.1 -0.1 -0.1 0.52
H 4.60412 -2.61513 -1.62838 0.0 0.0 0.0 0.24
H 5.71107 -0.80135 -0.44160 0.0 0.0 0.0 0.22
H 4.72807 0.55950 1.11490 0.0 0.0 0.0 0.24
Cl 2.11714 1.03901 -1.37668 -0.5 -0.1 -0.5 1.28
C 2.44833 2.60069 -1.37664 -0.1 0.2 0.2 -0.57
Cl 1.53019 3.76090 -0.50963 0.2 0.0 0.0 0.03
C 2.64750 -1.99934 -3.61161 0.1 -0.1 -0.1 0.69
O 3.13415 -2.99206 -4.08466 -0.1 0.1 0.1 -0.55
O 1.68735 -1.31021 -4.23261 -0.2 0.2 0.1 -0.68
H 2.95634 2.91772 -2.27518 0.0 0.0 0.0 0.24
C -2.00837 4.69267 0.85274 0.0 0.0 0.0 -0.41
N -1.60413 3.47355 1.51047 0.0 0.0 0.0 -0.41
C -1.03835 3.49817 2.85974 0.0 0.0 0.0 -0.22
C -0.68396 2.02484 3.10086 0.0 0.0 0.0 -0.23
N -0.73908 1.47752 1.75041 0.0 0.0 0.0 -0.59
C -1.24771 2.33674 0.88273 0.0 0.0 0.1 0.36
S -1.44166 2.10535 -0.79657 -0.1 -0.1 0.0 -0.10
H -2.69003 5.23966 1.50326 0.0 0.0 0.0 0.21
H -2.52392 4.45488 -0.07418 0.0 0.0 0.0 0.24
H -1.14858 5.33031 0.62539 0.0 0.0 0.0 0.20
H -1.76472 3.88249 3.57431 0.0 0.0 0.0 0.21
H -0.15317 4.14277 2.87793 0.0 0.0 0.0 0.20
H -1.41628 1.52652 3.73820 0.0 0.0 0.0 0.20
H 0.30928 1.88221 3.52024 0.0 0.0 0.0 0.24
H -0.24486 0.63715 1.46936 0.0 0.0 0.0 0.48
```
Forces are in eV/Å.

The energy above the lowest of the compared OMol25 structures with the same formula, charge and spin comes out at 191.1 kcal/mol. The charge is 0. For the LUMO energy (spin up / spin down), the calculation gives -0.01 / -0.57 eV. Its HOMO-LUMO gap (spin up / spin down) is 8.06 / 7.49 eV. The expectation value of S² is 0.77. The spin multiplicity is 2. For the molar mass, the calculation gives 712.33 g/mol. The value obtained for the total energy is -3130.081006 a.u. The calculation puts the max |F| at 0.0140 Eh/bohr.